(1)
15
Properties=species:S:1:pos:R:3 method="wB97M-V/def2-TZVPD" e_homo_ev=-9.5 relative_energy_kj_mol=329.3 smiles="C/N=C1/[C@@H]2[C@H](C)N12" orbital_gap_ev=10.60
C 1.99489 -0.20090 1.46742
N 1.64215 0.97831 0.60898
C 0.78310 0.59316 -0.21970
C 0.10171 0.55047 -1.47753
C -1.03383 -0.29490 -1.04044
C -2.09776 0.16935 -0.07732
N 0.28665 -0.70026 -0.57785
H 1.33912 -1.06032 1.26177
H 3.02189 -0.57317 1.31708
H 1.88458 0.12828 2.49489
H 0.57699 0.55212 -2.45047
H -1.38339 -0.99503 -1.80049
H -1.69137 0.89066 0.63747
H -2.91822 0.64134 -0.62710
H -2.50653 -0.67913 0.48331

***

(2)
15
Properties=species:S:1:pos:R:3 method="wB97M-V/def2-TZVPD" e_homo_ev=-7.3 relative_energy_kj_mol=23.6 smiles=Cc1c[nH]c(N)c1 orbital_gap_ev=8.29
C -2.43836 -0.12452 0.05779
C -0.94462 0.01046 -0.05400
C -0.32902 1.19515 -0.33962
N 1.03367 1.00227 -0.27224
C 1.29692 -0.29086 0.07472
N 2.64881 -0.56633 0.29967
C 0.09788 -0.96263 0.18526
H -2.83424 -1.01636 -0.43842
H -2.76680 -0.15543 1.10522
H -2.91823 0.75396 -0.39162
H -0.74061 2.15664 -0.61256
H 1.73908 1.71531 -0.20221
H 2.92186 -1.48202 0.62245
H 3.24106 -0.20118 -0.43308
H -0.00136 -2.02305 0.39138

***

(3)
15
Properties=species:S:1:pos:R:3 method="wB97M-V/def2-TZVPD" e_homo_ev=-8.6 relative_energy_kj_mol=431.7 smiles="CN1C[C@@H]1[C@H]1C=N1" orbital_gap_ev=9.69
C 1.95824 -0.05715 0.47114
N 0.67021 0.04952 -0.18296
C 0.07673 -1.20275 -0.61283
C -0.79237 -0.53538 0.40350
C -1.80324 0.44377 0.00167
C -1.16734 1.67654 -0.48640
N -1.78690 1.07277 -1.38883
H 2.19042 0.90075 0.94653
H 2.00631 -0.83919 1.23930
H 2.74447 -0.26042 -0.26858
H -0.27877 -1.23756 -1.64392
H 0.56114 -2.12364 -0.29471
H -0.81201 -0.91437 1.42058
H -2.78682 0.43201 0.45023
H -0.78007 2.59507 -0.05473

***

(4)
15
Properties=species:S:1:pos:R:3 method="wB97M-V/def2-TZVPD" e_homo_ev=-7.6 relative_energy_kj_mol=461.3 orbital_gap_ev=8.23
C 0.56634 -1.42200 0.15881
C 1.05519 0.39591 -1.23691
C -0.34064 0.22947 -1.67631
N -0.07443 -0.16506 -0.26668
C -0.74486 0.71844 0.72500
C -0.11602 0.66421 2.04789
N 0.33628 0.63981 3.11036
H 0.86037 -2.04693 -0.69361
H -0.12346 -1.93777 0.79964
H 1.50788 -1.22350 0.69944
H 1.21898 1.39775 -0.83958
H -1.03251 1.07704 -1.72925
H -0.63493 -0.58783 -2.33393
H -0.66365 1.75267 0.36786
H -1.81454 0.50780 0.86724

***

(5)
15
Properties=species:S:1:pos:R:3 method="wB97M-V/def2-TZVPD" e_homo_ev="-7.9 / -7.9" relative_energy_kj_mol=569.3 orbital_gap_ev="7.29 / 7.29"
C 1.98495 0.38576 0.34193
C 0.87816 1.13770 -0.36504
C -0.16086 0.51888 -1.24480
C -0.50095 -0.86453 -1.03425
N -1.11507 -1.78752 -0.57365
N -0.47448 1.11209 0.04044
C -1.97974 -1.14213 0.85055
H 1.72559 -0.66370 0.51615
H 2.90787 0.42683 -0.24648
H 2.18197 0.85234 1.31390
H 1.20123 2.10527 -0.76997
H -0.49589 0.95019 -2.18325
H -1.63393 -0.12197 0.70982
H -3.06830 -1.15178 1.08405
H -1.45055 -1.75743 1.56058

***

(6)
15
Properties=species:S:1:pos:R:3 method="wB97M-V/def2-TZVPD" e_homo_ev=-8.8 relative_energy_kj_mol=18.9 smiles=CCn1ccnc1 orbital_gap_ev=9.71
C -1.89687 0.12486 0.48047
C -1.03933 -0.22491 -0.74009
N 0.37536 -0.05722 -0.45502
C 1.12270 -0.90659 0.32893
C 2.28219 -0.23601 0.59882
N 2.27272 1.00450 0.00944
C 1.11205 1.07851 -0.59622
H -2.85084 -0.40901 0.47037
H -1.36906 -0.16015 1.40057
H -2.09745 1.19894 0.52718
H -1.29388 0.40474 -1.59975
H -1.19874 -1.26292 -1.04646
H 0.76209 -1.89044 0.59813
H 3.12517 -0.57545 1.18644
H 0.74895 1.92238 -1.17093

***

(7)
15
Properties=species:S:1:pos:R:3 method="wB97M-V/def2-TZVPD" e_homo_ev=-9.6 relative_energy_kj_mol=526.4 orbital_gap_ev=10.71
C -0.28600 -1.40525 0.34087
C 0.99923 -0.50341 0.21373
C -0.98483 -0.10889 0.56214
C -0.66220 0.65198 -0.78633
C 0.70685 0.30799 -1.13203
H -0.64906 -2.10455 -0.51284
H -0.23817 -2.03342 1.16219
H 2.05757 -1.01845 0.28645
H 0.23544 1.34263 1.34977
H -1.95949 0.11477 1.02356
H -1.63672 0.68464 -1.47384
H 0.34849 1.86148 0.32718
H 1.48607 0.28314 -1.99461
N 0.34178 0.17291 1.31378
N 0.24105 1.75445 -0.68001

***

(8)
15
Properties=species:S:1:pos:R:3 method="wB97M-V/def2-TZVPD" e_homo_ev=-9.7 relative_energy_kj_mol=142.5 smiles="C=C(C)CNC#N" orbital_gap_ev=10.38
C 1.15709 0.96056 -0.44840
C -0.06849 0.68589 -0.00525
C -1.32290 1.04019 -0.77697
C -0.17951 -0.22989 1.18920
N 0.05828 -1.62497 0.75404
C 1.15124 -1.87679 0.01775
N 2.11930 -2.10190 -0.58490
H 2.04303 0.71657 0.13218
H 1.33573 1.36839 -1.43715
H -1.43932 2.12897 -0.81629
H -1.27500 0.66991 -1.80738
H -2.22655 0.63286 -0.30781
H -1.16609 -0.21312 1.66238
H 0.56178 -0.00033 1.96173
H -0.74860 -2.15635 0.46686

***

(9)
15
Properties=species:S:1:pos:R:3 method="wB97M-V/def2-TZVPD" e_homo_ev=-8.8 relative_energy_kj_mol=60.3 smiles=Cc1cnn(C)c1 orbital_gap_ev=9.84
C -0.30008 -0.91734 -2.27492
C -0.09414 -0.63738 -0.81965
C -0.55864 -1.36932 0.29676
N -0.34945 -0.72771 1.43762
N 0.26243 0.40770 1.08217
C 0.43221 1.46954 2.04595
C 0.44925 0.49449 -0.25646
H 0.10052 -1.88885 -2.57865
H 0.17272 -0.14396 -2.88820
H -1.37142 -0.90946 -2.50935
H -1.06421 -2.32703 0.31092
H 1.44839 1.47309 2.44633
H -0.29080 1.30873 2.84693
H 0.20856 2.42477 1.56222
H 0.95465 1.34271 -0.70169

***

(10)
15
Properties=species:S:1:pos:R:3 method="wB97M-V/def2-TZVPD" e_homo_ev=-10.0 relative_energy_kj_mol=133.6 smiles=C[C@@]1(CC#N)CN1 orbital_gap_ev=10.85
C -0.05194 -1.30324 -0.61734
C 0.13194 -0.05779 0.22518
C -0.12341 1.30080 -0.45367
C -0.62736 1.23314 -1.83120
N -1.07037 1.21894 -2.90048
C -0.09703 -0.14084 1.68791
N 1.25908 -0.01379 1.15402
H -1.02280 -1.31241 -1.12422
H 0.72423 -1.36738 -1.39007
H 0.01139 -2.19898 0.01193
H 0.80773 1.87955 -0.44084
H -0.87613 1.86902 0.10666
H -0.41604 -1.09804 2.09854
H -0.45472 0.73123 2.23495
H 1.73798 -0.91181 1.17534

***

(11)
15
Properties=species:S:1:pos:R:3 method="wB97M-V/def2-TZVPD" e_homo_ev="-8.8 / -9.0" relative_energy_kj_mol=510.1 orbital_gap_ev="7.67 / 7.92"
C -0.81762 1.39496 0.08008
C -0.09470 0.05213 0.07775
C -1.03689 -1.11284 0.36192
N 0.64326 -0.18462 -1.18878
C 1.21198 0.12686 0.85529
C 1.96763 -0.32902 -0.72908
N 3.05438 -0.79246 -0.75790
H -1.32292 1.55333 1.03756
H -1.58085 1.41790 -0.70836
H -0.10793 2.21311 -0.07087
H -1.87879 -1.13098 -0.33943
H -0.50063 -2.06348 0.28331
H -1.44110 -1.02708 1.37727
H 0.57868 0.59297 -1.84505
H 1.32551 -0.71078 1.56630

***

(12)
15
Properties=species:S:1:pos:R:3 method="wB97M-V/def2-TZVPD" e_homo_ev=-10.3 relative_energy_kj_mol=132.8 smiles=N#C[C@H](N)C1CC1 orbital_gap_ev=11.32
N 1.10608 2.10412 1.61756
C 0.99800 1.08746 1.07524
C 0.90758 -0.20540 0.34968
N 2.10585 -0.47789 -0.43683
C -0.33308 -0.24432 -0.55166
C -1.52836 0.63700 -0.31288
C -1.61852 -0.83464 -0.05222
H 0.82700 -0.99699 1.10498
H 2.91427 -0.51758 0.17612
H 2.27164 0.28746 -1.08481
H -0.07339 -0.43591 -1.59109
H -1.50385 1.30529 0.54428
H -2.03838 1.04148 -1.18121
H -2.19379 -1.46032 -0.72632
H -1.65458 -1.14260 0.99000